{
  "formula": "C5H8O",
  "method": "ωB97M-V/def2-TZVPD",
  "elements": ["C", "C", "C", "C", "C", "O", "H", "H", "H", "H", "H", "H", "H", "H"],
  "positions_angstrom": [[-0.94, 1.35, -0.14], [0.20, 1.22, -1.07], [0.12, 0.00, -0.32], [0.17, -0.17, 1.08], [0.56, -2.07, 0.22], [0.19, -1.24, -0.85], [-1.91, 1.34, -0.58], [-0.84, 2.14, 0.61], [1.01, 1.92, -0.95], [-0.08, 1.06, -2.09], [-0.71, -0.39, 1.65], [1.01, 0.12, 1.62], [1.27, -2.80, -0.19], [-0.04, -2.49, 0.99]],
  "lumo_energy_ha": [0.03353, 0.03354],
  "relative_energy_kcal_mol": 158.54,
  "homo_ev": [-7.74, -7.74]
}


{
  "formula": "CH3NOSi",
  "method": "ωB97M-V/def2-TZVPD",
  "elements": ["C", "N", "O", "Si", "H", "H", "H"],
  "positions_angstrom": [[-3.16, -0.05, 0.00], [-4.09, -0.04, -0.63], [-1.48, -0.55, 0.92], [-0.26, -0.22, -0.09], [-0.06, -1.09, -1.29], [-0.43, 1.09, -0.61], [0.77, 0.03, 0.91]],
  "lumo_energy_ha": -0.11563,
  "relative_energy_kcal_mol": 117.39,
  "homo_ev": -11.92
}


{
  "formula": "C16H16N4PtS6",
  "method": "ωB97M-V/def2-TZVPD",
  "elements": ["Pt", "N", "C", "C", "C", "C", "C", "C", "C", "C", "N", "C", "H", "H", "H", "H", "H", "H", "H", "H", "S", "C", "S", "C", "C", "S", "S", "S", "C", "N", "C", "C", "N", "C", "S", "H", "H", "H", "H", "H", "H", "H", "H"],
  "positions_angstrom": [[1.82, 0.55, 0.56], [1.87, 1.97, -1.01], [0.93, 3.05, -0.74], [0.75, 4.10, -1.58], [-0.21, 5.09, -1.29], [-0.98, 4.99, -0.16], [-0.82, 3.90, 0.72], [-1.61, 3.71, 1.88], [-1.41, 2.61, 2.66], [-0.40, 1.69, 2.31], [0.38, 1.86, 1.27], [0.16, 2.93, 0.44], [1.64, 1.52, -1.89], [2.82, 2.34, -1.10], [1.34, 4.18, -2.49], [-0.34, 5.92, -1.96], [-1.73, 5.73, 0.06], [-2.38, 4.43, 2.12], [-2.01, 2.41, 3.53], [-0.23, 0.80, 2.90], [4.03, -6.21, 1.71], [3.59, -4.65, 1.49], [2.64, -3.75, 2.62], [2.58, -2.25, 1.72], [3.22, -2.24, 0.54], [3.26, -0.85, -0.51], [4.02, -3.72, 0.09], [1.70, -0.87, 2.33], [-3.38, -2.29, -2.03], [-2.24, -2.55, -1.18], [-1.23, -3.52, -1.59], [-0.20, -3.39, -0.47], [-0.47, -2.05, 0.00], [-1.70, -1.62, -0.35], [-2.42, -0.20, 0.17], [-3.97, -3.20, -2.15], [-3.06, -1.94, -3.02], [-3.99, -1.52, -1.57], [-0.81, -3.23, -2.56], [-1.66, -4.52, -1.68], [0.83, -3.49, -0.83], [-0.37, -4.13, 0.31], [0.03, -1.61, 0.76]],
  "lumo_energy_ha": -0.03539,
  "relative_energy_kcal_mol": 8.49,
  "homo_ev": -6.88
}


{
  "formula": "C25H55F6N4O14S5",
  "method": "ωB97M-V/def2-TZVPD",
  "elements": ["C", "F", "F", "F", "S", "O", "O", "N", "S", "O", "O", "C", "F", "F", "F", "C", "S", "O", "C", "H", "H", "H", "H", "H", "H", "C", "S", "O", "C", "H", "H", "H", "H", "H", "H", "C", "S", "O", "C", "H", "H", "H", "H", "H", "H", "C", "O", "N", "C", "C", "H", "H", "H", "H", "H", "H", "H", "C", "O", "N", "C", "C", "H", "H", "H", "H", "H", "H", "H", "C", "O", "N", "C", "C", "H", "H", "H", "H", "H", "H", "H", "O", "C", "O", "C", "C", "C", "H", "H", "H", "H", "H", "H", "H", "H", "O", "C", "O", "C", "C", "C", "H", "H", "H", "H", "H", "H", "H", "H"],
  "positions_angstrom": [[18.01, 6.08, -16.08], [17.17, 7.09, -16.24], [17.73, 5.07, -16.92], [19.26, 6.46, -16.36], [17.93, 5.41, -14.35], [16.67, 4.73, -14.28], [19.13, 4.64, -14.32], [17.88, 6.80, -13.49], [18.93, 6.68, -12.33], [18.96, 5.41, -11.65], [20.21, 7.24, -12.67], [18.24, 7.80, -11.01], [17.51, 8.79, -11.52], [17.46, 7.11, -10.18], [19.24, 8.26, -10.26], [14.76, 8.47, -14.07], [13.04, 8.76, -13.62], [12.73, 7.82, -12.51], [12.35, 7.86, -15.05], [14.85, 8.81, -15.10], [14.96, 7.40, -13.97], [15.50, 8.94, -13.42], [11.89, 6.97, -14.62], [12.94, 7.63, -15.93], [11.50, 8.44, -15.42], [18.81, 7.75, -19.71], [18.08, 7.64, -21.34], [16.79, 8.38, -21.30], [19.18, 8.85, -22.09], [18.71, 8.82, -19.50], [19.87, 7.49, -19.63], [18.35, 7.10, -18.97], [20.21, 8.65, -21.80], [18.87, 9.80, -21.67], [19.11, 8.82, -23.18], [21.64, 3.53, -12.10], [23.09, 2.55, -12.50], [22.64, 1.13, -12.39], [23.21, 2.95, -14.25], [21.15, 3.25, -11.18], [20.92, 3.27, -12.88], [21.85, 4.60, -12.16], [23.66, 2.06, -14.69], [23.85, 3.82, -14.34], [22.24, 3.08, -14.73], [12.04, 4.42, -16.73], [11.77, 5.53, -17.15], [13.27, 4.14, -16.20], [13.57, 2.81, -15.69], [14.35, 5.08, -16.22], [11.34, 3.58, -16.71], [14.36, 2.83, -14.94], [13.84, 2.10, -16.49], [12.71, 2.37, -15.19], [14.15, 5.96, -16.84], [14.44, 5.46, -15.20], [15.30, 4.76, -16.62], [13.73, 4.67, -9.80], [13.30, 3.86, -8.99], [13.90, 4.39, -11.10], [14.48, 5.35, -12.00], [13.54, 3.11, -11.67], [14.06, 5.66, -9.49], [13.98, 5.59, -12.93], [15.51, 5.05, -12.24], [14.65, 6.32, -11.54], [12.69, 3.20, -12.35], [14.37, 2.70, -12.26], [13.40, 2.45, -10.82], [23.45, 6.38, -16.52], [23.92, 5.32, -16.89], [24.15, 7.29, -15.82], [23.54, 8.45, -15.21], [25.54, 7.07, -15.49], [22.42, 6.69, -16.75], [23.61, 8.45, -14.13], [22.48, 8.50, -15.48], [23.98, 9.35, -15.66], [26.06, 8.02, -15.63], [25.64, 6.64, -14.50], [25.92, 6.33, -16.19], [19.84, 3.22, -8.95], [19.73, 2.03, -9.15], [18.66, 1.45, -9.70], [17.48, 2.21, -9.96], [17.37, 2.58, -11.43], [20.87, 1.09, -8.90], [17.35, 3.08, -9.30], [16.62, 1.60, -9.67], [17.14, 1.68, -12.01], [18.32, 3.02, -11.72], [16.64, 3.37, -11.59], [21.73, 1.42, -9.49], [20.61, 0.07, -9.19], [21.18, 1.07, -7.86], [21.15, 1.01, -16.72], [20.61, 1.95, -17.22], [19.28, 2.03, -17.33], [18.46, 1.20, -16.46], [17.10, 1.88, -16.31], [21.32, 3.13, -17.84], [19.00, 1.08, -15.52], [18.31, 0.25, -16.97], [16.40, 1.72, -17.12], [17.19, 2.94, -16.07], [16.77, 1.45, -15.35], [22.36, 2.82, -17.90], [21.18, 3.99, -17.19], [20.92, 3.35, -18.82]],
  "lumo_energy_ha": 0.06942,
  "charge": -1,
  "homo_ev": -6.40
}


{
  "formula": "C15H26CdN7O3S3",
  "method": "ωB97M-V/def2-TZVPD",
  "elements": ["Cd", "N", "C", "C", "N", "C", "C", "N", "C", "C", "N", "H", "H", "H", "H", "H", "H", "H", "H", "H", "H", "H", "H", "H", "H", "H", "H", "H", "H", "N", "C", "N", "O", "H", "H", "H", "H", "S", "C", "O", "S", "O", "N", "C", "S", "C", "C", "C", "C", "C", "C", "H", "H", "H", "H"],
  "positions_angstrom": [[0.22, 1.15, -0.89], [1.68, 3.04, -0.08], [2.74, 2.82, 0.90], [3.66, 1.69, 0.42], [2.95, 0.45, 0.13], [2.70, -0.37, 1.31], [1.32, -0.13, 1.91], [0.29, -0.37, 0.89], [3.53, -0.27, -1.01], [3.06, 0.29, -2.34], [1.61, 0.16, -2.48], [2.05, 3.43, -0.94], [0.97, 3.68, 0.27], [2.27, 2.53, 1.84], [3.35, 3.71, 1.09], [4.44, 1.54, 1.18], [4.16, 2.03, -0.49], [3.46, -0.19, 2.08], [2.75, -1.42, 1.04], [1.21, 0.90, 2.26], [1.19, -0.79, 2.77], [-0.63, -0.28, 1.30], [0.38, -1.34, 0.58], [3.20, -1.31, -0.95], [4.63, -0.26, -0.98], [3.61, -0.22, -3.14], [3.31, 1.35, -2.41], [1.31, -0.81, -2.43], [1.29, 0.54, -3.36], [-3.25, 1.98, 0.82], [-2.20, 2.40, 1.55], [-2.50, 3.04, 2.72], [-1.02, 2.23, 1.22], [-4.18, 2.29, 1.02], [-3.07, 1.59, -0.10], [-3.42, 2.99, 3.13], [-1.73, 3.22, 3.34], [-1.45, 3.99, -2.08], [-0.31, 2.92, -2.27], [-0.27, -4.53, -1.97], [-0.53, -3.49, -1.01], [0.36, -3.44, 0.13], [-0.58, -2.00, -1.70], [-1.75, -1.43, -1.52], [-2.07, 0.18, -2.00], [-2.75, -2.28, -0.82], [-4.07, -1.99, -0.51], [-4.81, -2.95, 0.17], [-4.26, -4.18, 0.52], [-2.94, -4.47, 0.20], [-2.21, -3.50, -0.46], [-4.50, -1.04, -0.80], [-5.85, -2.74, 0.42], [-4.87, -4.91, 1.04], [-2.50, -5.42, 0.46]],
  "s2": 0.7549,
  "lumo_energy_ha": [-0.00220, -0.00252],
  "relative_energy_kcal_mol": 7.65,
  "multiplicity": 2,
  "homo_ev": [-5.07, -8.12]
}


For each record above, in turn, the calculated strongest force on any atom values are 0.073; 0.184; 0.002; 0.045; 0.013 hartree/bohr.